a | {
  "formula": "C9H36O9",
  "method": "ωB97M-V/def2-TZVPD",
  "species": ["C", "O", "H", "H", "H", "H", "C", "O", "H", "H", "H", "H", "C", "O", "H", "H", "H", "H", "C", "O", "H", "H", "H", "H", "C", "O", "H", "H", "H", "H", "C", "O", "H", "H", "H", "H", "C", "O", "H", "H", "H", "H", "C", "O", "H", "H", "H", "H", "C", "O", "H", "H", "H", "H"],
  "xyz": [[-16.20778, 1.74619, 9.70429], [-16.01662, 2.79722, 10.70953], [-16.68777, 0.85832, 10.14237], [-16.84119, 2.15656, 8.88213], [-15.27623, 1.46423, 9.23356], [-16.90076, 3.23573, 10.76855], [-11.90197, 3.68886, 3.77946], [-12.04031, 2.38270, 3.21493], [-12.51136, 3.79801, 4.68616], [-10.88176, 4.00488, 3.95316], [-12.47373, 4.34231, 3.11263], [-12.49173, 1.79538, 3.85486], [-12.66980, 3.40967, 11.18795], [-12.76213, 1.99608, 11.43818], [-12.36007, 3.66409, 10.17374], [-13.63171, 3.94047, 11.27118], [-11.94890, 3.86033, 11.88641], [-13.59173, 1.66996, 11.05383], [-10.30035, -1.00691, 3.54680], [-11.06549, -1.63203, 2.51077], [-10.91720, -1.02002, 4.47965], [-9.41250, -1.60177, 3.82154], [-10.07396, 0.04301, 3.21672], [-11.93265, -1.33032, 2.63751], [-15.08714, 5.85323, 9.10694], [-15.25253, 4.54351, 8.50180], [-14.24404, 6.37030, 8.69386], [-15.97149, 6.46631, 8.85411], [-14.95725, 5.89086, 10.19005], [-15.28884, 3.94833, 9.26659], [-14.03878, -2.81428, 5.24446], [-14.99470, -1.76184, 5.09000], [-13.05018, -2.45102, 5.41648], [-14.38036, -3.46769, 5.98790], [-14.05543, -3.31826, 4.33024], [-14.72918, -1.11965, 5.79949], [-14.51554, 0.10107, 2.04940], [-13.82938, -0.22755, 3.23157], [-14.93590, -0.71698, 1.53611], [-15.20862, 0.97765, 2.19137], [-13.73863, 0.53848, 1.41269], [-14.41761, -0.77597, 3.82225], [-12.98289, 0.24890, 7.40171], [-14.33438, 0.25947, 6.91365], [-12.40566, 0.76888, 6.64198], [-12.84493, 0.82103, 8.35166], [-12.64648, -0.74071, 7.59438], [-14.56640, 1.13632, 6.55741], [-15.75183, 3.54249, 5.05480], [-14.82204, 3.11656, 6.06734], [-15.62733, 4.61508, 4.91989], [-15.60046, 3.05216, 4.10842], [-16.78335, 3.31977, 5.31501], [-15.09470, 3.65973, 6.80218]],
  "nbo_charge": [-0.281, -0.751, 0.189, 0.182, 0.194, 0.480, -0.260, -0.741, 0.175, 0.172, 0.168, 0.483, -0.254, -0.722, 0.160, 0.165, 0.185, 0.467, -0.255, -0.739, 0.151, 0.176, 0.182, 0.479, -0.260, -0.776, 0.181, 0.174, 0.181, 0.497, -0.252, -0.759, 0.167, 0.170, 0.183, 0.506, -0.252, -0.792, 0.168, 0.151, 0.187, 0.500, -0.250, -0.781, 0.179, 0.166, 0.187, 0.513, -0.258, -0.766, 0.171, 0.189, 0.166, 0.502],
  "e_lumo_ev": 0.23,
  "smiles": "CO.CO.CO.CO.CO.CO.CO.CO.CO",
  "orbital_gap_ev": 9.90,
  "charge": 0
}


b | {
  "formula": "C9H36O9",
  "method": "ωB97M-V/def2-TZVPD",
  "species": ["C", "O", "H", "H", "H", "H", "C", "O", "H", "H", "H", "H", "C", "O", "H", "H", "H", "H", "C", "O", "H", "H", "H", "H", "C", "O", "H", "H", "H", "H", "C", "O", "H", "H", "H", "H", "C", "O", "H", "H", "H", "H", "C", "O", "H", "H", "H", "H", "C", "O", "H", "H", "H", "H"],
  "xyz": [[5.52757, 1.73450, 1.75016], [4.33746, 2.11737, 1.05840], [5.33192, 0.70696, 2.05667], [6.41877, 1.74419, 1.12263], [5.73622, 2.32177, 2.64440], [3.98364, 1.42107, 0.50022], [3.32133, -0.64173, -1.68933], [3.49924, -0.40976, -0.28528], [2.67367, 0.02084, -2.26347], [4.24033, -0.63565, -2.27542], [3.09503, -1.70732, -1.72658], [4.29748, -0.87941, -0.03261], [0.14050, -3.02770, 2.70903], [1.01401, -1.99198, 3.19324], [-0.60116, -3.36525, 3.43296], [-0.34225, -2.76223, 1.76851], [0.78096, -3.87581, 2.46690], [1.27085, -1.46912, 2.43018], [-4.24301, 2.31029, -0.05232], [-2.86031, 2.76147, -0.05574], [-4.79350, 2.78359, -0.86538], [-4.23120, 1.23631, -0.23814], [-4.65353, 2.35065, 0.95660], [-2.50017, 2.64924, 0.82704], [-2.38872, 3.26106, 3.60949], [-2.36750, 2.22919, 2.67067], [-3.25209, 3.34266, 4.26982], [-1.46122, 3.28418, 4.18161], [-2.30965, 4.26033, 3.18135], [-1.93997, 1.48531, 3.10130], [0.61431, -2.95021, -2.57452], [-0.15396, -3.08257, -3.78425], [1.40365, -3.69804, -2.65047], [0.99863, -1.93367, -2.49053], [0.00678, -3.21789, -1.71002], [-1.04334, -2.76573, -3.61038], [0.32819, 0.46239, -4.55606], [0.12251, 1.87159, -4.76028], [-0.05788, 0.08209, -3.61031], [-0.13590, -0.21015, -5.27747], [1.39490, 0.23962, -4.58086], [0.49730, 2.19068, -5.58449], [-4.03143, -1.52848, 1.10048], [-3.02047, -1.68684, 0.16161], [-4.07485, -0.46637, 1.34156], [-5.01018, -1.94282, 0.85865], [-3.89305, -2.00794, 2.06954], [-2.82350, -2.62319, 0.23929], [-0.14458, 0.49913, 0.08118], [0.75485, -0.36772, 0.80193], [-1.16739, 0.39651, 0.44372], [0.16618, 1.54153, 0.15138], [-0.09090, 0.16529, -0.95505], [1.63544, -0.22225, 0.44838]],
  "nbo_charge": [-0.243, -0.750, 0.155, 0.157, 0.185, 0.487, -0.274, -0.758, 0.208, 0.176, 0.178, 0.487, -0.253, -0.743, 0.172, 0.169, 0.156, 0.491, -0.255, -0.757, 0.185, 0.157, 0.170, 0.489, -0.263, -0.737, 0.168, 0.173, 0.185, 0.487, -0.250, -0.731, 0.180, 0.163, 0.171, 0.466, -0.250, -0.727, 0.180, 0.172, 0.154, 0.471, -0.258, -0.701, 0.182, 0.159, 0.157, 0.462, -0.244, -0.777, 0.199, 0.176, 0.157, 0.487],
  "e_lumo_ev": 0.32,
  "smiles": "CO.CO.CO.CO.CO.CO.CO.CO.CO",
  "orbital_gap_ev": 9.86,
  "charge": 0
}


Energies relative to the most stable structure, in kcal/mol: a 0.0; b 26.8.


a | {
  "formula": "C9H36O9",
  "method": "ωB97M-V/def2-TZVPD",
  "species": ["C", "C", "O", "H", "H", "H", "H", "H", "H", "C", "C", "O", "H", "H", "H", "H", "H", "H", "C", "C", "O", "H", "H", "H", "H", "H", "H", "C", "C", "O", "H", "H", "H", "H", "H", "H", "C", "O", "H", "H", "H", "H", "O", "H", "H", "O", "H", "H", "O", "H", "H", "O", "H", "H"],
  "xyz": [[3.45457, 1.20389, -1.93163], [2.15748, 1.10765, -2.72858], [1.44940, 2.32922, -2.86778], [3.12621, 1.32134, -0.89776], [4.05565, 2.05799, -2.24112], [4.07008, 0.31009, -2.01300], [1.46709, 0.41609, -2.22185], [2.28727, 0.64143, -3.70713], [1.27745, 2.67340, -1.98433], [3.94374, -2.75297, -0.92239], [2.69195, -3.28052, -1.60515], [1.56960, -2.51753, -1.18495], [4.81314, -3.37381, -1.14387], [3.83509, -2.74592, 0.16336], [4.21023, -1.74611, -1.24600], [2.55622, -4.30589, -1.23912], [2.81308, -3.34953, -2.68802], [0.75873, -2.87406, -1.62367], [-5.19743, -0.96304, -0.68590], [-6.60740, -1.46781, -0.93475], [-7.00352, -1.09672, -2.25966], [-4.46838, -1.37996, -1.38400], [-4.86846, -1.27778, 0.30800], [-5.15762, 0.11893, -0.79510], [-7.29869, -1.01100, -0.22152], [-6.71116, -2.54675, -0.80509], [-7.75928, -0.50920, -2.22190], [-0.04050, 3.44174, 3.60118], [1.27668, 3.39246, 4.37316], [2.32417, 3.79265, 3.47383], [-0.15637, 4.39042, 3.08538], [-0.87107, 3.27183, 4.29380], [-0.06695, 2.64747, 2.85373], [1.50240, 2.40696, 4.78936], [1.27503, 4.09754, 5.20524], [2.62109, 2.99866, 2.98604], [-1.25052, -0.47754, -0.12660], [-0.83689, 0.58792, 0.71213], [-1.40556, -1.38680, 0.46278], [-2.19070, -0.27032, -0.63581], [-0.48569, -0.66448, -0.88175], [0.12359, 0.52501, 0.83405], [1.73043, -0.57237, 0.89668], [1.35544, -1.07300, 1.63282], [2.03397, -1.25298, 0.26471], [-3.01908, 1.71185, 2.09441], [-3.39463, 2.24588, 1.38817], [-2.30219, 1.20202, 1.66672], [-0.72741, -3.37281, -2.34404], [-1.20244, -4.04682, -1.84124], [-1.41556, -2.80790, -2.71748], [3.14761, 1.78942, 1.75655], [2.54319, 1.13935, 1.36190], [3.96691, 1.30237, 1.89719]],
  "nbo_charge": [-0.641, -0.059, -0.718, 0.204, 0.219, 0.205, 0.149, 0.172, 0.465, -0.635, -0.062, -0.792, 0.222, 0.204, 0.208, 0.154, 0.169, 0.514, -0.627, -0.062, -0.735, 0.196, 0.213, 0.213, 0.163, 0.164, 0.472, -0.624, -0.063, -0.760, 0.213, 0.205, 0.196, 0.151, 0.165, 0.492, -0.253, -0.766, 0.158, 0.182, 0.179, 0.502, -0.996, 0.486, 0.522, -0.966, 0.460, 0.492, -0.949, 0.488, 0.494, -0.964, 0.499, 0.478],
  "e_lumo_ev": -0.11,
  "smiles": "CCO.CCO.CCO.CCO.CO.O.O.O.O",
  "orbital_gap_ev": 9.09,
  "charge": 0
}


b | {
  "formula": "C9H36O9",
  "method": "ωB97M-V/def2-TZVPD",
  "species": ["C", "O", "H", "H", "H", "H", "C", "O", "H", "H", "H", "H", "C", "O", "H", "H", "H", "H", "C", "O", "H", "H", "H", "H", "C", "O", "H", "H", "H", "H", "C", "O", "H", "H", "H", "H", "C", "O", "H", "H", "H", "H", "C", "O", "H", "H", "H", "H", "C", "O", "H", "H", "H", "H"],
  "xyz": [[12.31866, 9.22554, 13.11366], [11.92859, 8.11526, 12.25757], [12.32696, 10.16223, 12.60713], [11.59527, 9.25812, 13.89095], [13.33828, 9.02548, 13.57140], [11.16237, 8.50234, 11.73702], [10.64539, 9.69350, 5.63464], [10.60170, 10.51676, 6.72183], [9.92902, 10.12356, 4.91847], [11.65174, 9.61201, 5.12370], [10.35574, 8.63875, 5.81800], [10.74601, 9.93190, 7.48213], [9.29875, 7.14906, 8.28258], [10.56715, 7.89581, 7.99843], [8.45847, 7.78941, 7.82901], [9.33731, 6.17465, 7.83948], [9.12665, 7.14861, 9.31940], [11.33106, 7.54338, 8.43107], [10.76580, 12.36616, 10.75498], [9.46533, 12.09866, 11.06203], [11.08495, 12.39827, 9.69681], [11.03537, 13.30162, 11.14940], [11.44184, 11.66989, 11.18149], [8.95633, 12.42940, 10.29491], [8.79165, 8.80439, 12.24146], [9.70860, 9.34044, 11.26175], [8.84838, 7.68356, 12.12606], [9.16470, 9.05771, 13.20973], [7.76346, 9.07775, 12.06773], [9.50548, 10.35333, 11.07407], [14.04432, 5.85448, 10.06878], [13.37315, 7.08988, 10.05053], [14.63916, 5.89128, 9.14700], [14.81870, 5.81398, 10.80142], [13.39173, 5.01846, 10.09681], [13.08345, 7.28281, 10.96877], [7.96234, 12.00816, 5.44962], [8.42163, 12.06257, 6.78861], [6.92766, 12.35831, 5.46171], [8.52555, 12.59922, 4.81372], [7.91937, 10.97634, 5.07055], [9.16197, 11.44495, 7.02616], [12.61118, 5.31407, 13.92641], [11.40544, 6.03878, 13.95095], [12.87037, 5.05199, 14.93355], [12.52388, 4.39861, 13.30850], [13.33926, 6.00102, 13.45494], [11.49332, 6.87096, 13.49810], [8.18815, 15.03856, 9.45177], [8.11927, 13.61248, 9.30128], [9.06709, 15.26425, 10.11729], [8.26073, 15.56798, 8.51416], [7.30781, 15.30959, 10.05419], [8.10195, 13.45464, 8.36472]],
  "nbo_charge": [-0.256, -0.805, 0.178, 0.173, 0.186, 0.523, -0.250, -0.746, 0.164, 0.158, 0.191, 0.506, -0.244, -0.790, 0.185, 0.178, 0.185, 0.496, -0.254, -0.746, 0.171, 0.161, 0.167, 0.519, -0.255, -0.812, 0.183, 0.171, 0.183, 0.519, -0.251, -0.758, 0.174, 0.162, 0.163, 0.497, -0.235, -0.801, 0.175, 0.163, 0.161, 0.511, -0.238, -0.761, 0.170, 0.159, 0.157, 0.491, -0.255, -0.765, 0.172, 0.183, 0.179, 0.509],
  "e_lumo_ev": 0.74,
  "smiles": "CO.CO.CO.CO.CO.CO.CO.CO.CO",
  "orbital_gap_ev": 10.43,
  "charge": 0
}


c | {
  "formula": "C9H36O9",
  "method": "ωB97M-V/def2-TZVPD",
  "species": ["C", "O", "H", "H", "H", "H", "C", "O", "H", "H", "H", "H", "C", "O", "H", "H", "H", "H", "C", "O", "H", "H", "H", "H", "C", "O", "H", "H", "H", "H", "C", "O", "H", "H", "H", "H", "C", "O", "H", "H", "H", "H", "C", "O", "H", "H", "H", "H", "C", "O", "H", "H", "H", "H"],
  "xyz": [[-1.61637, -1.67369, -1.97609], [-2.08852, -1.18545, -0.68722], [-2.26230, -1.38422, -2.80499], [-0.62836, -1.27408, -2.20473], [-1.52071, -2.75483, -1.87577], [-1.53996, -1.61067, -0.02400], [3.23879, 2.14730, 1.02893], [1.90960, 1.61932, 1.16348], [3.63158, 1.81089, 0.06943], [3.24152, 3.23723, 1.01722], [3.94131, 1.91760, 1.83006], [1.44074, 2.27245, 1.68807], [0.82934, -0.28282, 2.97892], [0.01107, -1.41241, 2.81711], [0.79208, 0.28507, 3.90855], [1.87766, -0.45288, 2.73356], [0.50534, 0.44106, 2.23118], [0.56929, -2.17240, 2.99711], [1.60094, -2.47777, -1.27042], [1.48021, -3.88573, -1.42352], [2.28449, -2.01612, -1.98299], [0.64603, -1.98225, -1.44564], [1.82405, -2.18019, -0.24584], [2.36407, -4.19537, -1.63448], [-2.59482, 0.97099, -1.73639], [-3.93144, 1.29535, -2.08941], [-2.33115, -0.03957, -2.04839], [-1.86755, 1.73437, -2.01281], [-2.37777, 0.87667, -0.67239], [-3.84790, 1.99067, -2.74603], [-0.44570, -2.79567, 0.55924], [-0.86064, -1.47080, 0.86040], [0.22381, -3.12169, 1.35521], [-1.34116, -3.41241, 0.63584], [-0.11654, -2.92085, -0.47230], [-0.86206, -1.27833, 1.80091], [0.11154, 0.32611, -0.32895], [0.91694, 1.53602, -0.50897], [0.72828, -0.56783, -0.23621], [-0.59299, 0.25092, 0.49935], [-0.46621, 0.25434, -1.25044], [1.51344, 1.52615, 0.24317], [-2.72413, -0.10213, 1.40746], [-3.84922, 0.52039, 1.86082], [-1.85724, -0.01589, 2.06256], [-2.87605, -1.12331, 1.05786], [-2.35421, 0.47783, 0.56193], [-3.54848, 1.25774, 2.39698], [2.35440, 3.68611, -1.54543], [1.19950, 3.43978, -0.87919], [2.51547, 3.04187, -2.40978], [2.36793, 4.70829, -1.92368], [3.22506, 3.57228, -0.89960], [1.15696, 2.59259, -0.42968]],
  "nbo_charge": [-0.305, -0.803, 0.201, 0.151, 0.177, 0.463, -0.288, -0.623, 0.215, 0.206, 0.189, 0.509, -0.268, -0.703, 0.179, 0.183, 0.191, 0.500, -0.280, -0.727, 0.182, 0.201, 0.152, 0.475, -0.243, -0.726, 0.184, 0.154, 0.161, 0.463, -0.294, -0.764, 0.166, 0.184, 0.229, 0.522, -0.291, -0.775, 0.148, 0.185, 0.217, 0.422, -0.211, -0.705, 0.097, 0.207, 0.167, 0.457, -0.233, -0.750, 0.139, 0.164, 0.110, 0.436],
  "e_lumo_ev": -0.11,
  "orbital_gap_ev": 8.11,
  "charge": 0
}


Energies relative to the most stable structure, in kcal/mol: a 0.0; b 68.3; c 398.3.